The following is a quantum chemistry calculation of C17H28BrN3O in the gas phase at a distorted geometry, from the OMol25 dataset.

* spin multiplicity: 1
* E_tot: -3478.0828 Eh
* SMILES: CCCNc1cnn(C2CC(C)(C)CC(C)(C)C2)c(=O)c1Br
* E_HOMO: -8.331 eV
* orbital gap: 8.69 eV

Bonds (Å) are listed after each position.
Positions of all 50 atoms, in Å:
1 C 2.59 -5.87 -3.79  C2 1.536, H23 1.112, H24 1.083, H25 1.084
2 C 2.08 -6.05 -2.35  C1 1.536, C3 1.506, H26 1.104, H27 1.093
3 C 1.33 -4.89 -1.72  C2 1.506, N4 1.488, H28 1.095, H29 1.069
4 N 2.16 -3.65 -1.68  C3 1.488, C5 1.415, H30 1.013
5 C 1.64 -2.42 -1.22  N4 1.415, C6 1.471, C21 1.393
6 C 0.21 -2.16 -0.97  C5 1.471, N7 1.301, H31 1.082
7 N -0.23 -0.99 -0.62  C6 1.301, N8 1.376
8 N 0.62 0.04 -0.28  N7 1.376, C9 1.497, C19 1.400
9 C 0.08 1.24 0.44  N8 1.497, C10 1.543, C18 1.540, H32 1.097
10 C -0.83 0.77 1.59  C9 1.543, C11 1.556, H33 1.105, H34 1.094
11 C -1.50 1.94 2.38  C10 1.556, C12 1.588, C13 1.562, C14 1.541
12 C -2.59 1.30 3.33  C11 1.588, H35 1.092, H36 1.113, H37 1.071
13 C -0.49 2.66 3.33  C11 1.562, H38 1.092, H39 1.093, H40 1.102
14 C -2.22 2.91 1.43  C11 1.541, C15 1.529, H41 1.080, H42 1.104
15 C -1.42 3.38 0.21  C14 1.529, C16 1.544, C17 1.520, C18 1.566
16 C -2.42 3.90 -0.85  C15 1.544, H43 1.078, H44 1.097, H45 1.084
17 C -0.50 4.51 0.64  C15 1.520, H46 1.093, H47 1.080, H48 1.090
18 C -0.69 2.19 -0.49  C9 1.540, C15 1.566, H49 1.074, H50 1.071
19 C 2.00 -0.12 -0.45  N8 1.400, O20 1.221, C21 1.451
20 O 2.75 0.84 -0.33  C19 1.221
21 C 2.52 -1.39 -0.90  C5 1.393, C19 1.451, Br22 1.874
22 Br 4.39 -1.59 -0.98  C21 1.874
23 H 3.03 -6.82 -4.17  C1 1.112
24 H 1.79 -5.58 -4.46  C1 1.083
25 H 3.37 -5.12 -3.82  C1 1.084
26 H 2.94 -6.26 -1.69  C2 1.104
27 H 1.51 -6.98 -2.33  C2 1.093
28 H 1.04 -5.20 -0.71  C3 1.095
29 H 0.46 -4.73 -2.32  C3 1.069
30 H 3.16 -3.76 -1.73  N4 1.013
31 H -0.52 -2.95 -1.06  C6 1.082
32 H 0.90 1.83 0.86  C9 1.097
33 H -0.23 0.15 2.29  C10 1.105
34 H -1.66 0.17 1.22  C10 1.094
35 H -2.14 0.77 4.17  C12 1.092
36 H -3.26 0.57 2.82  C12 1.113
37 H -3.23 2.06 3.75  C12 1.071
38 H -0.91 3.59 3.73  C13 1.092
39 H 0.47 2.77 2.82  C13 1.093
40 H -0.25 2.03 4.20  C13 1.102
41 H -2.50 3.78 2.01  C14 1.080
42 H -3.15 2.42 1.10  C14 1.104
43 H -1.90 4.30 -1.71  C16 1.078
44 H -3.07 3.09 -1.21  C16 1.097
45 H -3.02 4.71 -0.45  C16 1.084
46 H -1.09 5.28 1.14  C17 1.093
47 H -0.11 4.97 -0.26  C17 1.080
48 H 0.31 4.18 1.29  C17 1.090
49 H -1.41 1.59 -1.01  C18 1.074
50 H 0.01 2.57 -1.21  C18 1.071